Entry 1:
{
  "formula": "C22H25N3O4",
  "method": "ωB97M-V with the def2-TZVPD basis set",
  "species": ["O", "O", "O", "O", "N", "N", "N", "C", "C", "C", "C", "C", "C", "C", "C", "C", "C", "C", "C", "C", "C", "C", "C", "C", "C", "C", "C", "C", "C", "H", "H", "H", "H", "H", "H", "H", "H", "H", "H", "H", "H", "H", "H", "H", "H", "H", "H", "H", "H", "H", "H", "H", "H", "H"],
  "coordinates": [[2.8465, 3.3719, -0.3278], [-7.0950, -1.6384, -0.1289], [-1.1429, 2.2678, 2.2392], [-1.2990, 0.3860, -2.1463], [3.9693, 1.4758, 0.1326], [-2.2817, 1.1401, -0.2193], [-0.3128, 2.0612, -0.9924], [-3.9924, -0.2158, -1.3472], [-5.3921, -0.3346, 1.0498], [-1.3065, 1.1293, -1.1821], [6.6213, -2.4542, 1.3989], [3.4366, -2.0807, -0.6160], [0.0251, 2.4701, 1.4650], [0.8402, 2.0023, -1.8745], [-0.2788, 3.0444, 0.0647], [2.0036, 1.3214, -1.2041], [-4.1835, 0.3354, 0.9769], [-5.1942, -0.8854, -1.2749], [-5.9113, -0.9525, -0.0808], [4.5284, -2.6131, 0.0337], [2.1581, -0.0221, -1.2438], [-3.4691, 0.4057, -0.2146], [5.4515, -1.8151, 0.7184], [3.2415, -0.6831, -0.5913], [4.1664, 0.1214, 0.1017], [-7.8577, -1.7336, 1.0463], [5.2625, -0.4495, 0.7493], [2.9320, 2.1591, -0.4586], [2.4739, -2.9699, -1.3395], [0.5088, 3.7543, -0.1926], [5.9599, 0.1892, 1.2724], [-5.6059, -1.3700, -2.1460], [2.4523, -2.7273, -2.4010], [2.7629, -4.0118, -1.2302], [-8.7425, -2.3098, 0.7791], [-3.4459, -0.1777, -2.2740], [-1.4980, 3.1250, 2.5001], [0.5330, 1.4398, -2.7583], [7.2320, -1.7136, 1.9081], [1.1250, 3.0190, -2.1577], [-3.7861, 0.8094, 1.8638], [4.6363, 2.0446, 0.6415], [7.2407, -2.9757, 0.6703], [-2.0593, 1.5537, 0.6779], [4.6847, -3.6822, 0.0175], [-5.9133, -0.3647, 1.9939], [1.4655, -2.8472, -0.9476], [0.7191, 3.1299, 1.9957], [6.2797, -3.1877, 2.1279], [-7.3136, -2.2565, 1.8405], [0.4901, 1.4862, 1.3683], [1.4351, -0.6087, -1.7902], [-1.2339, 3.5849, 0.0975], [-8.1666, -0.7470, 1.4088]],
  "atomic_forces_ev_per_a": [[-0.09, 0.26, -0.02], [0.22, 0.05, -0.23], [-0.49, -0.05, 0.33], [-0.12, -0.44, -0.34], [0.22, 0.24, 0.16], [0.24, 0.26, 0.30], [0.02, 0.16, -0.21], [0.05, 0.00, -0.06], [-0.31, -0.17, -0.02], [0.08, 0.34, 0.22], [0.00, 0.01, 0.00], [0.17, 0.09, 0.12], [0.36, 0.30, -0.27], [-0.01, -0.12, -0.15], [0.01, -0.05, 0.32], [-0.19, -0.22, -0.28], [0.23, 0.03, -0.22], [-0.23, -0.04, 0.27], [0.07, 0.01, -0.09], [-0.10, 0.02, -0.06], [0.00, 0.44, -0.02], [-0.36, -0.25, -0.01], [-0.10, 0.26, -0.03], [0.46, 0.05, 0.32], [-0.25, -0.61, -0.22], [-0.10, -0.01, 0.16], [0.04, -0.13, 0.01], [0.25, -0.19, 0.11], [0.00, 0.02, 0.00], [-0.12, -0.05, 0.01], [0.10, 0.06, 0.08], [-0.04, -0.06, -0.12], [-0.07, -0.04, -0.09], [-0.01, -0.05, -0.01], [0.04, 0.04, 0.07], [0.01, 0.00, -0.04], [0.05, -0.06, 0.00], [0.13, 0.15, 0.11], [0.07, 0.00, 0.05], [-0.06, -0.11, -0.01], [0.04, 0.04, 0.08], [-0.18, 0.00, -0.11], [0.08, -0.04, 0.00], [0.04, 0.07, -0.09], [-0.01, -0.14, -0.02], [-0.07, -0.02, 0.06], [-0.11, -0.04, -0.03], [-0.01, -0.05, -0.04], [0.04, -0.05, 0.06], [-0.02, 0.03, -0.02], [0.03, 0.11, -0.02], [-0.13, -0.05, -0.10], [0.08, 0.00, 0.07], [0.02, -0.04, 0.00]],
  "nbo_charge": [-0.651, -0.496, -0.729, -0.677, -0.557, -0.646, -0.447, -0.216, -0.313, 0.798, -0.629, 0.049, -0.090, -0.245, -0.270, -0.135, -0.178, -0.238, 0.274, -0.246, -0.127, 0.122, 0.034, -0.084, 0.203, -0.250, -0.265, 0.627, -0.642, 0.251, 0.206, 0.222, 0.225, 0.221, 0.198, 0.251, 0.473, 0.253, 0.215, 0.220, 0.203, 0.413, 0.224, 0.423, 0.207, 0.216, 0.228, 0.181, 0.224, 0.172, 0.193, 0.233, 0.202, 0.172],
  "e_tot_ha": -1318.62604,
  "smiles": "COc1ccc(NC(=O)N(CCO)Cc2cc3c(C)cc(C)cc3[nH]c2=O)cc1",
  "relative_energy_kcal_mol": 13.51,
  "largest_force_ev_per_a": 0.69
}

Entry 2:
{
  "formula": "C5H9NO",
  "method": "ωB97M-V with the def2-TZVPD basis set",
  "species": ["O", "N", "C", "C", "C", "C", "C", "H", "H", "H", "H", "H", "H", "H", "H", "H"],
  "coordinates": [[-1.9772, -0.3755, 0.7471], [2.4603, -1.4183, -0.4185], [-0.2724, 0.5131, -1.3970], [0.5903, 1.2258, 0.8756], [-0.7390, -0.8181, 0.6926], [1.5200, -0.7616, -0.2648], [0.3004, 0.0375, -0.0597], [-0.4688, -0.3331, -2.0657], [-0.3066, -1.3280, 1.5750], [-1.5814, -1.5308, 0.0358], [-0.7366, -1.9747, -0.1402], [1.0225, 0.8895, 1.8239], [-1.2130, 1.0353, -1.2051], [0.4277, 1.1889, -1.8959], [-0.3483, 1.7502, 1.0762], [1.2941, 1.9148, 0.3999]],
  "atomic_forces_ev_per_a": [[-0.05, 0.13, 0.14], [-0.89, 0.62, 0.15], [-0.01, 0.03, -0.09], [0.02, 0.07, 0.07], [0.19, -0.10, 0.07], [0.77, -0.57, -0.11], [0.00, 0.07, -0.04], [0.03, 0.11, 0.11], [-0.06, 0.08, -0.13], [0.02, -0.20, -0.16], [-0.05, 0.08, 0.06], [-0.07, 0.05, -0.15], [0.14, -0.07, -0.03], [-0.09, -0.10, 0.09], [0.14, -0.07, -0.03], [-0.11, -0.12, 0.06]],
  "nbo_charge": [-0.779, -0.307, -0.599, -0.591, 0.162, 0.282, -0.226, 0.218, 0.185, 0.449, 0.043, 0.223, 0.245, 0.226, 0.239, 0.229],
  "e_tot_ha": -325.75629,
  "relative_energy_kcal_mol": 113.75,
  "largest_force_ev_per_a": 1.09
}

Entry 3:
{
  "formula": "C3H3ClFN",
  "method": "ωB97M-V with the def2-TZVPD basis set",
  "species": ["Cl", "F", "N", "C", "C", "C", "H", "H", "H"],
  "coordinates": [[0.7782, -1.9360, 0.2952], [0.2504, 0.2319, 1.6917], [-2.4889, -1.0502, 0.2033], [-1.3931, -0.7043, 0.2823], [0.5528, 0.7470, -0.5890], [-0.0699, -0.1906, 0.4559], [1.6504, 0.6379, -0.4309], [0.4724, 0.4643, -1.6490], [0.2478, 1.8000, -0.2596]],
  "atomic_forces_ev_per_a": [[-0.01, 1.19, 0.02], [-0.67, 0.13, -0.15], [0.56, 0.10, -0.11], [-2.07, 0.69, 0.42], [0.82, 0.52, 1.24], [2.65, -1.87, -1.18], [-0.69, 0.35, 0.24], [-0.90, 0.25, 0.55], [0.30, -1.36, -1.05]],
  "nbo_charge": [-0.117, -0.298, -0.229, 0.179, -0.664, 0.376, 0.249, 0.257, 0.246],
  "e_tot_ha": -730.88744,
  "smiles": "C[C@](F)(Cl)C#N",
  "relative_energy_kcal_mol": 16.63,
  "largest_force_ev_per_a": 3.45
}

Entry 4:
{
  "formula": "C4H14N3O",
  "method": "ωB97M-V with the def2-TZVPD basis set",
  "species": ["O", "N", "N", "N", "C", "C", "C", "C", "H", "H", "H", "H", "H", "H", "H", "H", "H", "H", "H", "H", "H", "H"],
  "coordinates": [[-0.7531, -3.4645, 0.7162], [-0.4500, -1.2226, 0.3906], [0.5532, -0.2277, 0.2867], [1.2872, 1.8067, -0.5482], [0.0976, -2.4324, 1.0803], [-1.7305, -0.8035, 1.0044], [0.3897, 0.7222, -0.8172], [1.0870, 2.9702, -1.3969], [-2.1897, -0.0117, 0.4168], [-0.6275, 1.1420, -0.8660], [2.2506, 1.4936, -0.6076], [1.1931, 2.7513, -2.4657], [-1.5440, -0.4416, 2.0147], [1.1274, -2.5732, 0.7235], [0.6488, 0.2953, 1.1556], [-0.6571, -1.5459, -0.5691], [-0.4368, -4.3160, 1.0401], [1.8172, 3.7242, -1.1176], [0.0896, 3.3706, -1.2182], [0.1015, -2.2431, 2.1629], [-2.4013, -1.6597, 1.0419], [0.5887, 0.1685, -1.7548]],
  "atomic_forces_ev_per_a": [[-0.27, 0.08, -0.11], [-0.25, -0.38, -0.37], [0.78, 0.26, 0.27], [0.20, -0.42, 0.21], [0.72, -0.46, 0.28], [-0.68, 0.28, 0.23], [-0.29, 0.07, -0.40], [-0.11, 0.08, -0.11], [0.13, -0.03, -0.05], [0.12, -0.08, -0.03], [-0.08, -0.04, -0.01], [-0.01, 0.04, 0.02], [0.14, -0.05, -0.06], [-0.30, 0.18, 0.01], [-0.28, -0.14, 0.04], [0.17, 0.11, 0.25], [0.04, 0.05, 0.01], [-0.03, 0.07, -0.04], [0.01, 0.08, -0.03], [-0.03, 0.16, -0.21], [0.09, -0.01, -0.04], [-0.09, 0.13, 0.12]],
  "nbo_charge": [-0.716, -0.206, -0.455, -0.622, 0.108, -0.443, -0.061, -0.416, 0.240, 0.174, 0.374, 0.182, 0.232, 0.211, 0.393, 0.445, 0.516, 0.226, 0.200, 0.188, 0.259, 0.170],
  "e_tot_ha": -400.01176,
  "smiles": "CNCN[N@H+](C)CO",
  "relative_energy_kcal_mol": 75.79,
  "total_charge": 1,
  "largest_force_ev_per_a": 0.90
}